[1]
Density functional theory data (wB97M-V/def2-TZVPD) for 2 unconnected molecules or ions with the total composition C6H12O.

XYZ file:
```
19
Properties=species:S:1:pos:R:3
C 1.12 -1.49 -1.47
C 1.55 -1.18 -0.04
C 1.59 0.29 0.28
O 1.53 0.75 1.40
H 1.34 -2.53 -1.73
H 1.64 -0.85 -2.19
H 0.05 -1.32 -1.59
H 0.92 -1.67 0.70
H 2.58 -1.55 0.13
H 1.71 0.97 -0.60
C -1.85 -0.34 0.14
C -1.54 0.62 1.00
C -1.36 2.07 0.66
H -2.00 -0.12 -0.92
H -1.97 -1.37 0.45
H -1.39 0.36 2.05
H -0.42 2.45 1.07
H -2.17 2.68 1.08
H -1.35 2.22 -0.43
```

Summary:
- SMILES = CCC=O.C=CC
- 2S+1 = 1
- E_HOMO (eV) = -9.589
- LUMO energy (eV) = 1.112
- charge = 0
- ΔE to the lowest compared entry with this formula, charge and spin (eV) = 1.367
- largest force on an atom (eV Å⁻¹) = 0.5
- HOMO-LUMO gap (eV) = 10.70

[2]
Density functional theory data (wB97M-V/def2-TZVPD) for a molecular structure, C6H12O2 in a non-equilibrium geometry.

XYZ file:
```
20
Properties=species:S:1:pos:R:3
C -0.28 0.11 0.53
C 1.83 -0.39 -1.71
C 0.10 1.56 0.60
C 0.18 -0.75 1.65
C -2.03 0.10 -0.03
C -0.35 -0.62 -0.80
O 0.48 0.06 -1.73
O -0.57 -1.84 -0.93
H 2.45 0.25 -1.07
H 1.93 -1.41 -1.34
H 2.21 -0.37 -2.74
H -0.56 -0.75 2.45
H 0.25 -1.81 1.36
H -0.13 2.11 -0.31
H -0.46 2.05 1.41
H 1.17 1.67 0.80
H 1.17 -0.47 2.01
H -2.54 0.23 0.93
H -2.20 0.99 -0.64
H -2.66 -0.70 -0.44
```

Summary:
- 2S+1 = 1
- E_HOMO (eV) = -9.086
- LUMO energy (eV) = 0.786
- charge = 0
- ΔE to the lowest compared entry with this formula, charge and spin (eV) = 3.773
- largest force on an atom (eV Å⁻¹) = 6.3
- HOMO-LUMO gap (eV) = 9.87

[3]
Density functional theory data (wB97M-V/def2-TZVPD) for C6H12O2 in the gas phase in a non-equilibrium geometry.

XYZ file:
```
20
Properties=species:S:1:pos:R:3
O 1.37 2.19 -1.70
C 1.95 1.05 -1.65
O 2.62 0.55 -2.60
C 0.75 -0.16 -1.25
C 0.09 0.01 0.12
C -0.82 1.24 0.20
C -0.68 -1.26 0.52
C -1.25 -1.22 1.93
H 2.57 1.03 -0.70
H 0.01 -0.11 -2.06
H 1.34 -1.08 -1.32
H 0.93 0.13 0.82
H -1.77 1.09 -0.35
H -0.30 2.05 -0.30
H -1.03 1.56 1.23
H -0.02 -2.11 0.36
H -1.52 -1.41 -0.16
H -0.49 -0.96 2.66
H -1.74 -2.15 2.22
H -2.01 -0.43 2.04
```

Summary:
- 2S+1 = 1
- E_HOMO (eV) = -10.289
- LUMO energy (eV) = -2.789
- charge = 0
- ΔE to the lowest compared entry with this formula, charge and spin (eV) = 5.199
- largest force on an atom (eV Å⁻¹) = 2.8
- HOMO-LUMO gap (eV) = 7.50

[4]
Density functional theory data (wB97M-V/def2-TZVPD) for C6H12O2 in the gas phase in a non-equilibrium geometry.

XYZ file:
```
20
Properties=species:S:1:pos:R:3
C -0.27 2.20 -1.79
C -0.26 1.88 -0.28
C -0.83 0.48 -0.01
C 0.03 -0.73 -0.35
C 1.09 -1.08 0.75
C 0.35 -1.98 1.71
O -0.70 -1.77 2.28
O 0.85 -3.22 1.64
H -1.24 1.91 -2.21
H 0.44 1.56 -2.32
H -0.15 3.26 -2.00
H -0.76 2.65 0.31
H 0.79 1.86 0.00
H -1.22 0.40 1.00
H -1.77 0.33 -0.55
H -0.63 -1.57 -0.55
H 0.56 -0.57 -1.30
H 1.38 -0.13 1.20
H 1.95 -1.58 0.31
H 0.39 -3.91 2.16
```

Summary:
- SMILES = CCCCCC(=O)O
- 2S+1 = 1
- E_HOMO (eV) = -10.261
- LUMO energy (eV) = 0.803
- charge = 0
- ΔE to the lowest compared entry with this formula, charge and spin (eV) = 0.459
- largest force on an atom (eV Å⁻¹) = 1.7
- HOMO-LUMO gap (eV) = 11.06